Entry 1:
Density functional theory data (ωB97M-V/def2-TZVPD) for 7 unconnected molecules or ions with the total composition C13H36N4O17S3 at a distorted geometry.

```
73
Properties=species:S:1:pos:R:3:forces:R:3
C 42.563 -3.289 11.105 1.182 1.207 0.266
C 43.237 -2.815 9.814 -1.200 -1.646 -0.269
O 43.203 -1.407 9.767 1.163 1.142 -0.040
S 44.316 -0.609 8.871 -1.854 -0.294 -0.420
C 43.383 -0.498 7.323 1.689 -0.388 0.274
O 44.396 0.694 9.453 0.147 -0.191 0.161
O 45.483 -1.433 8.735 -0.116 0.120 0.053
H 42.946 -2.543 11.809 -0.253 -0.333 0.437
H 42.986 -4.250 11.393 -0.385 -0.149 0.003
H 41.480 -3.236 11.158 -0.032 -0.176 -0.308
H 44.244 -3.238 9.794 0.082 0.467 -0.129
H 42.676 -3.199 8.947 0.461 0.022 0.164
H 42.500 -1.132 7.298 0.844 1.048 0.787
H 44.037 -0.935 6.565 0.171 0.341 -0.071
H 43.200 0.552 7.137 -0.143 0.037 0.054
C 46.227 5.051 3.770 -0.064 -0.982 -0.918
C 46.105 4.256 5.042 1.566 1.091 1.486
O 46.491 2.865 4.904 -1.251 -0.447 -0.118
S 45.458 1.753 5.430 1.540 0.120 -1.471
C 44.118 1.938 4.283 -0.303 -0.288 -0.017
O 46.142 0.520 5.164 -0.557 0.294 0.198
O 45.055 2.075 6.753 -0.414 0.277 0.596
H 47.268 5.162 3.464 0.050 0.302 0.348
H 45.730 6.011 3.876 0.112 0.083 -0.028
H 45.809 4.506 2.916 -0.446 0.151 0.160
H 46.871 4.623 5.733 -0.052 0.150 -0.081
H 45.220 4.464 5.646 -0.481 -0.724 -0.492
H 43.673 2.930 4.291 0.250 0.098 0.184
H 43.341 1.219 4.547 0.112 -0.052 0.105
H 44.499 1.693 3.294 0.091 0.038 0.026
C 45.449 -4.268 6.723 0.486 0.185 -0.290
C 44.941 -5.674 6.555 -0.906 0.782 0.146
O 45.447 -6.519 7.600 -0.211 -1.259 0.459
S 44.453 -7.658 8.174 -0.681 -0.535 0.258
C 43.635 -6.693 9.513 0.681 -0.705 -0.078
O 43.480 -8.029 7.165 0.694 0.749 0.668
O 45.217 -8.726 8.772 -0.120 1.378 -0.453
H 46.536 -4.214 6.628 -0.091 0.127 -0.095
H 45.165 -3.777 7.654 -0.041 -0.329 0.093
H 44.958 -3.699 5.931 0.337 0.154 -0.066
H 43.854 -5.564 6.637 0.021 -0.582 -0.079
H 45.186 -6.096 5.582 0.066 -0.075 0.129
H 43.890 -7.162 10.463 0.111 -0.203 -0.148
H 42.555 -6.727 9.413 0.024 0.215 -0.337
H 44.085 -5.705 9.530 -0.322 0.136 -0.240
C 42.126 1.955 11.638 -0.098 -0.445 0.311
N 41.043 1.077 12.205 0.276 0.502 0.444
O 40.092 1.655 12.696 -0.129 -0.242 -0.270
O 41.242 -0.117 12.266 -0.081 -0.074 -0.318
H 42.410 1.647 10.637 -0.193 -0.129 -0.015
H 42.965 1.756 12.303 0.112 0.257 -0.080
H 41.754 2.967 11.707 0.153 0.080 -0.086
C 48.199 0.636 8.560 -0.267 -0.433 -0.374
N 48.549 0.886 9.980 -1.371 0.077 -0.228
O 49.319 0.150 10.538 0.582 -0.041 -0.025
O 47.870 1.741 10.520 0.389 0.285 0.411
H 49.093 0.497 7.962 0.004 -0.151 0.101
H 47.552 1.414 8.176 0.287 0.369 0.163
H 47.556 -0.244 8.589 0.378 -0.245 -0.084
C 46.232 3.815 9.469 -0.165 0.575 0.495
N 45.444 5.020 9.102 -0.764 -0.701 -0.600
O 45.610 5.497 8.000 0.363 0.379 -0.314
O 44.603 5.390 9.885 -0.068 0.378 0.431
H 45.587 3.275 10.151 0.281 -0.264 0.038
H 47.102 4.223 9.979 0.127 -0.395 -0.042
H 46.459 3.262 8.570 0.083 0.053 -0.044
C 40.214 -3.824 6.930 0.005 -0.385 -0.160
N 41.328 -2.852 6.836 -0.241 -0.881 -0.782
O 41.057 -1.675 6.824 -1.454 -0.187 -0.268
O 42.448 -3.308 6.716 -0.025 0.045 -0.005
H 40.571 -4.748 6.485 0.027 -0.042 0.175
H 39.376 -3.442 6.358 -0.063 0.198 0.220
H 39.981 -3.958 7.983 -0.103 0.060 0.000
```
Forces are in eV/Å.

Summary:
DFT total energy, eV: -87324.6873
Total charge: 0
Energy above the lowest of the compared OMol25 structures with the same formula, charge and spin, kJ/mol: 95.8
Structure (SMILES): CCOS(C)(=O)=O.CCOS(C)(=O)=O.CCOS(C)(=O)=O.C[N+](=O)[O-].C[N+](=O)[O-].C[N+](=O)[O-].C[N+](=O)[O-]

---

Entry 2:
Density functional theory data (ωB97M-V/def2-TZVPD) for 2 unconnected molecules or ions with the total composition C13H36N6O2PS at a distorted geometry.

```
59
Properties=species:S:1:pos:R:3:forces:R:3
C 3.705 4.423 -2.597 0.113 -0.243 0.040
C 3.158 3.941 -3.940 0.075 0.455 0.066
C 1.641 3.809 -3.982 0.198 0.189 -0.191
O 1.185 2.428 -4.006 -0.263 0.080 0.156
N 1.120 1.913 -2.742 -0.012 -0.236 -0.018
C 1.625 0.741 -2.463 0.313 -0.578 -0.046
N 2.243 -0.003 -3.410 -0.324 0.960 -0.437
N 1.538 0.220 -1.171 0.065 1.196 0.286
C 2.159 1.131 -0.145 -0.330 -0.228 0.129
C 2.821 0.294 0.929 0.483 0.351 0.080
C 3.829 -0.705 0.362 0.073 -0.125 0.347
S 4.848 0.090 -0.927 -0.008 0.034 -0.089
H 3.273 3.879 -1.754 -0.027 0.004 0.001
H 3.514 5.486 -2.454 -0.095 -0.004 0.049
H 4.783 4.278 -2.547 0.032 0.045 -0.008
H 3.636 3.014 -4.260 -0.152 -0.122 0.043
H 3.433 4.682 -4.692 0.057 -0.063 -0.080
H 1.170 4.335 -3.146 -0.054 -0.128 0.059
H 1.219 4.232 -4.889 -0.021 -0.173 -0.109
H 0.605 2.452 -2.052 -0.190 -0.082 -0.079
H 3.240 -0.136 -3.236 -0.217 -0.774 0.455
H 2.069 0.329 -4.353 0.215 0.134 0.033
H 0.558 0.130 -0.895 0.018 -0.544 -0.115
H 1.402 1.787 0.292 0.006 -0.027 0.058
H 2.892 1.774 -0.634 0.061 -0.092 -0.051
H 3.362 0.985 1.582 -0.041 0.048 0.012
H 2.085 -0.203 1.560 -0.105 -0.148 -0.179
H 3.343 -1.601 -0.014 -0.038 0.091 -0.202
H 4.508 -1.001 1.157 -0.017 -0.067 0.025
H 5.896 -0.738 -0.867 -0.024 -0.060 -0.023
O -1.089 -0.496 1.329 1.962 -1.452 0.707
P -2.126 -1.442 1.831 -4.016 1.731 -1.774
N -3.178 -1.439 0.464 0.014 -0.189 0.240
C -4.465 -2.119 0.439 0.065 -0.227 -0.063
C -2.574 -1.481 -0.858 0.086 0.384 -0.048
N -2.862 -0.704 3.148 0.300 0.203 0.008
C -4.289 -0.418 3.161 -0.101 -0.191 0.204
C -2.081 0.365 3.768 0.029 0.093 0.048
N -2.392 -3.053 2.256 2.406 -0.159 0.746
C -2.159 -3.420 3.674 -0.229 -0.002 0.038
C -1.628 -3.996 1.409 -0.369 -0.026 -0.294
H -4.380 -3.207 0.312 0.042 0.008 -0.011
H -5.042 -1.732 -0.404 0.007 0.004 0.009
H -5.045 -1.932 1.332 0.018 -0.058 0.051
H -2.336 -2.500 -1.192 -0.058 -0.009 -0.017
H -1.658 -0.895 -0.871 0.024 -0.023 0.041
H -3.261 -1.048 -1.590 -0.019 -0.018 0.021
H -4.604 0.229 2.336 0.005 -0.010 -0.012
H -4.531 0.079 4.101 0.042 0.032 -0.015
H -4.874 -1.336 3.143 0.007 -0.013 -0.011
H -2.163 1.317 3.231 -0.009 -0.010 -0.009
H -1.028 0.099 3.817 -0.003 -0.008 -0.034
H -2.437 0.508 4.789 -0.028 -0.005 -0.013
H -1.159 -3.158 4.031 0.026 -0.042 -0.024
H -2.281 -4.499 3.762 0.005 -0.002 -0.018
H -2.896 -2.941 4.310 0.030 0.073 -0.017
H -0.547 -3.907 1.553 -0.003 -0.025 0.050
H -1.854 -3.829 0.358 0.010 0.040 -0.016
H -1.925 -5.014 1.654 -0.031 0.007 -0.001
```
Forces are in eV/Å.

Summary:
DFT total energy, eV: -47217.5259
Total charge: +1

---

Entry 3:
Density functional theory data (ωB97M-V/def2-TZVPD) for 11 unconnected molecules or ions with the total composition C13H37BrN11O25S2 at a distorted geometry.

```
89
Properties=species:S:1:pos:R:3:forces:R:3
C -0.777 1.346 0.139 0.957 0.813 0.610
C 0.095 0.121 0.791 -0.239 1.523 1.313
O -0.197 -1.215 0.251 0.663 1.397 -2.230
C -0.049 -1.280 -1.210 -1.175 -1.999 0.794
S 1.682 -0.909 -1.846 2.989 3.062 -5.439
O 1.647 -1.248 -3.388 -0.750 0.054 5.003
O 1.990 0.611 -1.765 -1.140 -4.340 1.015
N 2.919 -1.942 -1.163 0.133 3.317 0.348
S 4.193 -1.028 -0.394 -0.038 -3.860 6.717
O 3.740 -0.271 0.904 1.060 -1.220 -4.950
O 5.244 -2.093 0.109 -3.306 3.486 -2.877
Br 5.349 0.299 -1.821 -0.507 -0.235 0.367
H -1.595 1.023 -0.634 1.828 0.691 1.609
H 0.017 2.115 -0.312 -1.917 -1.801 0.567
H -1.294 1.920 1.028 0.912 -1.269 -1.947
H -0.189 0.078 1.949 0.598 -0.295 -2.588
H 1.227 0.413 0.732 -2.022 -0.968 -0.078
H -0.820 -0.641 -1.818 1.842 -0.728 1.172
H -0.264 -2.416 -1.511 0.703 2.485 0.736
C -5.754 1.357 -0.112 0.274 0.114 -0.031
N -4.267 1.330 -0.174 0.850 0.271 0.157
O -3.652 1.604 0.863 -0.913 -0.459 -1.505
O -3.760 1.034 -1.262 -0.583 0.357 1.464
H -6.060 1.631 0.900 0.184 -0.138 -0.251
H -6.100 2.100 -0.834 0.094 -0.204 0.003
H -6.113 0.358 -0.366 0.510 0.706 -0.119
C -8.708 -1.822 1.861 -0.095 0.338 -0.450
N -8.060 -0.546 1.453 0.158 0.589 -0.043
O -7.610 -0.482 0.303 -1.372 -0.258 1.742
O -8.021 0.355 2.299 0.129 -0.980 -1.421
H -8.670 -2.521 1.023 0.100 0.740 0.303
H -8.153 -2.214 2.715 -0.214 0.283 -0.245
H -9.742 -1.595 2.129 0.331 0.093 0.091
C -9.027 -6.483 1.366 -0.119 -0.426 -0.271
N -8.379 -5.208 0.958 0.497 0.577 -0.420
O -7.930 -5.144 -0.192 -0.611 0.214 1.755
O -8.340 -4.307 1.804 0.547 -2.040 -1.615
H -8.990 -7.182 0.528 0.101 0.314 0.114
H -8.472 -6.876 2.221 -0.230 0.188 -0.093
H -10.061 -6.257 1.634 0.323 -0.028 0.088
C 7.676 1.160 1.644 -0.097 -0.324 -0.236
N 8.323 2.436 1.236 0.260 0.192 -0.439
O 8.773 2.500 0.086 -0.514 0.287 1.693
O 8.362 3.337 2.082 0.125 -0.758 -1.275
H 7.713 0.461 0.806 -0.017 0.274 0.135
H 8.231 0.767 2.499 -0.223 0.208 -0.037
H 6.642 1.387 1.912 0.281 -0.063 0.019
C 6.106 5.674 3.014 0.022 -0.055 -0.325
N 5.098 5.988 4.063 -0.776 0.271 0.586
O 3.976 6.341 3.682 1.484 -0.466 0.822
O 5.462 5.873 5.239 -0.692 0.215 -1.556
H 5.651 5.818 2.032 0.007 -0.016 0.325
H 6.949 6.354 3.152 -0.101 -0.237 0.089
H 6.409 4.634 3.150 0.078 0.241 0.058
C 0.049 -0.755 -5.837 0.107 -0.215 0.072
N -1.284 -0.574 -6.474 -0.522 0.380 -0.205
O -1.809 -1.572 -6.981 0.235 1.313 0.364
O -1.764 0.565 -6.447 0.383 -1.768 -0.254
H 0.347 -1.801 -5.934 -0.163 0.299 0.054
H 0.754 -0.103 -6.356 -0.158 -0.001 0.204
H -0.049 -0.478 -4.785 0.198 0.015 -0.236
C -10.175 -4.353 5.887 -0.013 0.223 0.293
N -9.959 -4.264 4.418 0.175 0.116 -0.998
O -10.070 -3.148 3.897 -0.027 -1.893 0.702
O -9.686 -5.316 3.829 -0.775 1.546 1.175
H -10.407 -3.358 6.272 0.082 -0.219 -0.224
H -11.010 -5.036 6.056 0.251 0.019 -0.067
H -9.254 -4.734 6.333 -0.209 -0.060 -0.122
C 0.205 -1.683 -9.849 -0.233 0.103 0.261
N 1.691 -1.711 -9.911 1.105 0.046 0.176
O 2.306 -1.437 -8.874 -0.710 -0.426 -1.660
O 2.198 -2.007 -11.000 -0.529 0.410 1.522
H -0.101 -1.409 -8.837 0.154 -0.139 -0.285
H -0.141 -0.941 -10.571 0.093 -0.235 0.033
H -0.154 -2.682 -10.104 0.082 0.228 -0.055
C 10.773 4.589 -0.047 -0.085 -0.173 -0.219
N 11.421 5.864 -0.455 0.510 0.708 -0.328
O 11.870 5.929 -1.605 -0.510 0.237 1.612
O 11.459 6.766 0.391 0.060 -1.054 -1.309
H 10.810 3.890 -0.886 -0.004 0.316 0.199
H 11.328 4.196 0.807 -0.210 0.176 -0.051
H 9.739 4.815 0.221 0.336 -0.060 0.066
C 3.455 0.789 4.759 -0.235 0.218 -0.217
N 4.856 0.296 4.682 0.982 -0.300 -0.241
O 5.538 0.675 3.722 -0.787 -0.666 1.704
O 5.233 -0.458 5.586 -0.348 1.060 -1.356
H 3.261 1.439 3.903 0.158 -0.250 0.142
H 2.797 -0.082 4.738 0.174 0.144 0.081
H 3.352 1.343 5.695 0.041 -0.228 -0.091
```
Forces are in eV/Å.

Summary:
DFT total energy, eV: -173340.5331
Total charge: -1